(1)
Molecular formula: C15H25Cl2N2O7P2Ru
Method: DFT, ωB97M-V with the def2-TZVPD basis set

Energy relative to the best compared isomer or geometry (same formula, charge and spin), eV: 0.7026
Multiplicity: 5
Net charge: +1
Kohn-Sham gap (alpha / beta), eV: 7.27 / 6.91
LUMO level (alpha / beta), eV: -4.7 / -5.1

CARTESIAN COORDINATES (ANGSTROEM)
1 Ru 0.56544 0.75243 0.18199
2 N 3.48975 -3.05001 0.83716
3 C 3.50424 -1.79876 -0.02907
4 C 4.72317 -1.81134 -0.94013
5 P 1.91122 -1.95301 -0.98380
6 O 2.05076 -0.78738 -2.08369
7 O 1.89638 -3.30298 -1.56904
8 O 0.85931 -1.45536 -0.01254
9 P 3.39443 -0.39628 1.16630
10 O 4.89297 0.12528 1.17217
11 O 2.54808 0.74684 0.55344
12 O 2.90911 -0.97154 2.44345
13 H 2.99628 -3.79993 0.33339
14 H 3.01793 -2.79955 1.72374
15 H 4.43507 -3.36320 1.05974
16 H 4.63588 -2.60467 -1.68453
17 H 5.64252 -1.95037 -0.36903
18 H 4.80774 -0.85545 -1.45330
19 H 2.40409 -1.12182 -2.91917
20 H 5.10029 0.76966 1.86186
21 Cl 1.08655 3.62622 0.20925
22 C -0.43048 4.55888 0.33085
23 Cl -1.76507 3.55156 0.90006
24 H -0.66761 4.94449 -0.65288
25 H -0.25952 5.35502 1.04444
26 C -0.04185 0.52836 2.14813
27 C -1.44424 0.08875 2.20210
28 C -2.43230 0.91671 2.73769
29 C -3.74875 0.50070 2.78214
30 C -4.09405 -0.74963 2.27437
31 C -3.11513 -1.59219 1.75046
32 C -1.79816 -1.17787 1.72376
33 C -5.46956 -1.17822 2.29592
34 N -6.56668 -1.51681 2.30519
35 H 0.70406 -0.22606 2.41739
36 H 0.17566 1.49404 2.60634
37 H -2.16377 1.88441 3.14007
38 H -4.51332 1.13520 3.20892
39 H -3.39542 -2.56566 1.37218
40 H -1.03470 -1.82564 1.31335
41 C -1.73857 -0.60332 -2.58332
42 C -1.59002 0.86853 -2.21745
43 C -2.94553 1.51756 -1.98893
44 C -0.77143 1.62171 -3.25559
45 O -0.86916 0.91649 -0.97500
46 H -2.36945 -0.70463 -3.46632
47 H -2.20139 -1.14728 -1.75947
48 H -0.76430 -1.04509 -2.79533
49 H -3.51662 1.50200 -2.91738
50 H -2.83035 2.55284 -1.66964
51 H -3.50464 0.97356 -1.22638
52 H -1.25392 1.56236 -4.23104
53 H 0.22617 1.18649 -3.33300
54 H -0.68113 2.67397 -2.97982

=====

(2)
Molecular formula: C15H25N2O2
Method: DFT, ωB97M-V with the def2-TZVPD basis set

Energy relative to the best compared isomer or geometry (same formula, charge and spin), eV: 0.5009
Multiplicity: 1
Net charge: +1
Kohn-Sham gap, eV: 8.83
LUMO level, eV: -2.2
SMILES: COc1ccc(CCNCC[NH+]2CCOCC2)cc1

CARTESIAN COORDINATES (ANGSTROEM)
1 C 5.51648 1.40885 -0.67554
2 H 6.48182 1.54982 -1.15745
3 H 4.83196 2.19820 -1.00206
4 O 5.07073 0.13543 -1.08475
5 C 3.90492 -0.34153 -0.59946
6 C 3.56630 -1.64174 -0.99076
7 C 2.40106 -2.22563 -0.55006
8 C 1.52937 -1.53565 0.28964
9 C 1.86607 -0.24567 0.66929
10 C 3.03865 0.35369 0.23977
11 H 3.27016 1.35271 0.57283
12 H 1.21630 0.30496 1.33739
13 C 0.23909 -2.17017 0.73903
14 H -0.18424 -1.59917 1.56819
15 H 0.42461 -3.18534 1.09079
16 C -0.77088 -2.23405 -0.41171
17 N -0.93615 -0.89487 -0.98539
18 H -1.55812 0.06259 -0.03881
19 C -2.07073 -0.71253 -1.88398
20 H -2.37193 -1.63715 -2.38007
21 H -1.81426 0.01623 -2.65387
22 C -3.23060 -0.17018 -1.00424
23 N -2.58206 0.59663 0.07199
24 C -3.14472 0.42469 1.42068
25 H -3.22531 -0.63763 1.65282
26 C -2.21866 1.11292 2.43060
27 O -2.06527 2.47395 2.12871
28 C -1.52338 2.65951 0.84785
29 H -1.44998 3.73683 0.69706
30 C -2.42399 2.03187 -0.22155
31 H -1.97935 2.15691 -1.20859
32 H -3.40563 2.51374 -0.20107
33 H -0.51581 2.21817 0.78671
34 H -2.64773 1.06423 3.43177
35 H -1.23920 0.60858 2.43563
36 H -4.13749 0.88153 1.46253
37 H -3.78814 -0.99726 -0.56373
38 H -3.92054 0.44263 -1.58242
39 H -0.05000 -0.60481 -1.38811
40 H -0.42291 -2.94018 -1.17308
41 H -1.73982 -2.57891 -0.04425
42 H 2.16732 -3.23679 -0.84882
43 H 4.24858 -2.17382 -1.63334
44 H 5.64351 1.45842 0.40983

=====

(3)
Molecular formula: C15H25N5O3
Method: DFT, ωB97M-V with the def2-TZVPD basis set

Energy relative to the best compared isomer or geometry (same formula, charge and spin), eV: 16.4610
Multiplicity: 1
Kohn-Sham gap, eV: 9.20
LUMO level, eV: 0.4

CARTESIAN COORDINATES (ANGSTROEM)
1 C -4.88543 -3.37818 -3.29975
2 C -5.28085 -2.60918 -2.04524
3 C -4.58325 -3.24720 -0.92907
4 H -4.88582 -4.20506 -0.69349
5 H -4.93713 -2.48697 0.20339
6 C -2.91312 -3.17750 -0.74707
7 N -2.29001 -1.91772 -0.71811
8 C -1.83761 -1.14133 0.09993
9 O -1.66562 -1.70737 1.18143
10 C -1.38848 0.16992 -0.10795
11 C -0.82343 0.89935 0.98935
12 H -1.68409 0.94617 1.78191
13 C 0.19439 0.47185 1.88120
14 N 1.42068 0.29962 0.70521
15 C 2.37633 1.30202 0.81288
16 N 3.38994 1.13541 -0.09811
17 C 4.25240 1.97494 0.11066
18 N 4.60121 2.75409 1.08608
19 C 3.56853 2.69307 1.81541
20 N 2.66272 1.85442 1.94505
21 O 3.85639 3.59341 2.99668
22 C 3.10413 3.33686 4.04758
23 H 3.32324 4.04510 4.73741
24 H 2.98582 2.28456 4.47710
25 H 1.87858 3.89267 3.45514
26 O 5.11299 1.98447 -1.10415
27 C 6.21117 2.91383 -0.75808
28 H 6.89070 2.74466 -2.00121
29 H 6.98505 2.56792 0.04167
30 H 5.95439 3.85171 -0.75853
31 C 1.11077 -0.39388 -0.52745
32 H 1.93021 -0.23760 -1.07330
33 C -0.13913 0.12094 -1.13762
34 H -0.40167 -0.37708 -1.87760
35 H 0.08168 1.20969 -1.34400
36 H 0.97206 -1.53613 -0.29179
37 H 0.55729 1.09486 2.53406
38 H 0.27832 -0.89348 2.16045
39 H -0.77731 1.96381 0.88804
40 H -1.98502 0.66301 -0.67033
41 H -2.56012 -1.48218 -1.65248
42 H -2.30883 -3.77798 0.10084
43 H -2.52196 -3.71499 -1.64933
44 H -6.23060 -2.49130 -1.68583
45 H -4.75033 -1.38904 -2.16822
46 H -5.32180 -4.38714 -3.20189
47 H -5.55021 -2.90545 -4.03370
48 H -3.97715 -3.31160 -3.47717

=====

(4)
Molecular formula: C15H25NO4
Method: DFT, ωB97M-V with the def2-TZVPD basis set

Energy relative to the best compared isomer or geometry (same formula, charge and spin), eV: 1.0849
Multiplicity: 1
Kohn-Sham gap, eV: 8.77
LUMO level, eV: 0.9
SMILES: CCOc1ccc(OCCOCCNCCOC)cc1

CARTESIAN COORDINATES (ANGSTROEM)
1 C 5.04589 1.70263 1.53048
2 C 4.91040 1.81147 0.01394
3 O 3.57497 1.68239 -0.42585
4 C 2.98428 0.45106 -0.44536
5 C 1.62928 0.44073 -0.76865
6 C 0.91734 -0.74000 -0.84015
7 C 1.55116 -1.95108 -0.58534
8 C 2.90511 -1.94473 -0.26592
9 C 3.61746 -0.76270 -0.19595
10 H 4.66630 -0.80929 0.05068
11 H 3.39274 -2.88736 -0.07349
12 O 0.94966 -3.18302 -0.62968
13 C -0.43097 -3.25370 -0.88350
14 C -1.29029 -2.75211 0.29152
15 O -2.29100 -1.89855 -0.21725
16 C -3.33339 -1.60175 0.68979
17 C -2.98022 -0.57705 1.79098
18 N -3.01328 0.81256 1.39824
19 H -3.92959 1.05383 1.02940
20 C -2.00777 1.19818 0.42306
21 C -2.30814 2.61234 -0.07582
22 O -3.52237 2.70599 -0.78906
23 C -3.47686 2.18660 -2.09494
24 H -4.43434 2.42845 -2.55314
25 H -3.33984 1.09940 -2.10712
26 H -2.66892 2.64904 -2.67548
27 H -1.47446 2.97161 -0.69628
28 H -2.43115 3.27583 0.78315
29 H -1.96740 0.51109 -0.43411
30 H -1.02924 1.18867 0.91349
31 H -1.98132 -0.78888 2.18193
32 H -3.69790 -0.70104 2.60665
33 H -3.68111 -2.53309 1.16091
34 H -4.14330 -1.20227 0.07092
35 H -0.64143 -2.22101 1.00290
36 H -1.75553 -3.59514 0.82170
37 H -0.70373 -2.68340 -1.77975
38 H -0.62136 -4.31142 -1.07650
39 H -0.13011 -0.70303 -1.08832
40 H 1.14280 1.38340 -0.96436
41 H 5.20576 2.81282 -0.31257
42 H 5.55803 1.08220 -0.48882
43 H 6.08140 1.86145 1.81890
44 H 4.42526 2.45558 2.00975
45 H 4.72720 0.72333 1.87905

=====

(5)
Molecular formula: C15H26AsBNO6
Method: DFT, ωB97M-V with the def2-TZVPD basis set

Multiplicity: 1
Net charge: -1
Kohn-Sham gap, eV: 6.40
LUMO level, eV: 3.0

CARTESIAN COORDINATES (ANGSTROEM)
1 C -1.27294 -3.28489 -0.14903
2 B 0.25454 -2.71381 0.13913
3 O 1.20867 -3.71784 0.59876
4 As 0.65455 -0.70925 -0.10383
5 C 2.65548 -1.17121 -0.34936
6 O 3.31743 -0.24594 -1.31948
7 N 4.64649 -0.45354 -1.09170
8 O 5.25892 0.57144 -1.21207
9 C 0.47044 -1.03014 -2.11043
10 O -0.89093 -1.21136 -2.60310
11 C -1.68183 -0.04602 -2.52510
12 C -3.04090 -0.20541 -1.73931
13 C -4.04512 0.94094 -1.50350
14 C -3.71102 2.34497 -2.06760
15 C -2.38531 2.52047 -2.87450
16 C -1.36191 1.34632 -3.11278
17 C 0.92598 1.25734 -0.35560
18 C 1.81998 2.11765 0.61818
19 C 1.06118 2.72571 1.93452
20 O 3.11100 1.61609 1.03208
21 C 0.81495 -0.66967 1.92817
22 C -0.69873 -0.09510 2.50170
23 C -1.01909 -0.49544 4.11484
24 O -1.72113 -1.16603 2.82263
25 H -1.39730 -4.34364 0.31361
26 H -1.47772 -3.40497 -1.26456
27 H -2.04507 -2.62733 0.39725
28 H 1.08523 -3.83999 1.56417
29 H -0.89678 -0.47604 0.08992
30 H 3.16508 -1.15724 0.67286
31 H 2.78900 -2.21285 -0.84020
32 H 1.01740 -2.03179 -2.33077
33 H 0.98299 -0.25671 -2.78032
34 H -3.29964 -1.23246 -1.28387
35 H -5.01532 0.76447 -0.90885
36 H -4.44032 3.21290 -1.87420
37 H -2.11254 3.55899 -3.29490
38 H -0.38878 1.49529 -3.68564
39 H -0.13027 1.74188 -0.36608
40 H 1.31963 1.44880 -1.42926
41 H 2.07384 3.08977 0.02661
42 H 0.00679 3.05141 1.64377
43 H 1.67899 3.66773 2.20650
44 H 1.07825 2.02143 2.83006
45 H 3.09737 1.56155 2.01829
46 H 0.79637 -1.71960 2.37936
47 H 1.62081 -0.02856 2.38176
48 H -1.07646 0.97746 2.11785
49 H -0.80326 -1.54662 4.48870
50 H -1.99899 0.06084 4.35532

=====

(6)
Molecular formula: C15H26BNO4
Method: DFT, ωB97M-V with the def2-TZVPD basis set

Energy relative to the best compared isomer or geometry (same formula, charge and spin), eV: 1.7519
Multiplicity: 1
Kohn-Sham gap, eV: 10.09
LUMO level, eV: 0.6
SMILES: CC1(C)[C@@H]2CC[C@]3(C)OB(CCC[C@H](N)C(=O)O)O[C@]13C2

CARTESIAN COORDINATES (ANGSTROEM)
1 O -1.17093 2.55873 -2.78729
2 O -1.31236 4.64863 -1.86918
3 O 0.10012 0.37988 0.89735
4 O -0.15366 -1.70451 2.23448
5 B -0.72977 -0.53883 1.55616
6 C -1.62307 3.33477 -1.95899
7 N -3.75824 2.24577 -2.00465
8 C 0.62989 -0.03074 -1.93148
9 C 0.27862 -2.27270 -0.92720
10 C -2.34386 -0.20661 1.51144
11 C 3.04489 -2.44995 0.13116
12 C -3.04677 0.83692 0.59223
13 C 2.72642 -1.13029 -0.68181
14 C 1.96852 -0.99148 3.09071
15 C 2.63984 0.07844 0.26579
16 C 2.13259 -2.73298 1.34604
17 C 1.12940 -1.02099 -0.78796
18 C -2.01974 1.82922 -0.11753
19 C 1.22537 -0.44179 0.63158
20 C 1.26431 -1.46719 1.87481
21 C -2.70503 2.79965 -1.06794
22 H -0.73320 4.89101 -2.65235
23 H -4.16063 3.10623 -2.45481
24 H -3.34813 1.71512 -2.72568
25 H 0.86530 1.01717 -1.73872
26 H 1.04398 -0.28490 -2.89334
27 H -0.49405 -0.10671 -2.04345
28 H 0.83092 -3.20052 -1.16403
29 H -0.62365 -2.10613 -1.50966
30 H -0.15272 -2.48722 0.03532
31 H -2.61570 -1.26859 1.33712
32 H -2.61444 -0.05533 2.55622
33 H 4.03957 -2.34223 0.50452
34 H 2.94295 -3.21874 -0.66708
35 H -3.63852 0.27869 -0.15818
36 H -3.74995 1.48204 1.17318
37 H 3.30922 -0.91848 -1.60659
38 H 3.07265 -0.75760 3.04220
39 H 1.58174 0.03047 3.25346
40 H 1.79826 -1.61404 3.98174
41 H 3.40252 0.12626 1.05555
42 H 2.69750 1.09878 -0.21338
43 H 2.67187 -2.99973 2.21268
44 H 1.41556 -3.49814 1.13513
45 H -1.50042 2.42600 0.65455
46 H -1.20503 1.28183 -0.58622
47 H -3.11212 3.68083 -0.52589

=====

In the order shown, the computed E_tot values come out to -2920.673168 -846.308171 -1085.542707 -942.209132 -3353.442333 -967.748516 Eh.